No. 1
ORCA calculation (ωB97M-V with the def2-TZVPD basis set) on a structure of composition C18H10Cl2F6N4O2SbSe2Te2W.

CARTESIAN COORDINATES (ANGSTROEM)
W1 2.1290 0.6083 -1.3946
Cl1 -0.0350 -4.4650 -4.1284
C1 -0.3763 -3.5126 -2.7507
C2 0.0083 -2.1705 -2.7561
C3 -0.2343 -1.3732 -1.6687
N1 0.1597 -0.0018 -1.6081
C4 -0.9139 0.8625 -1.6545
O1 -2.0352 0.5773 -1.9978
C5 -0.5519 2.2330 -1.2043
C6 -1.4841 3.2461 -1.1226
C7 -1.0694 4.4747 -0.6399
C8 0.2552 4.6323 -0.2637
C9 1.1280 3.5666 -0.3836
N2 0.7197 2.3842 -0.8456
C10 -0.9786 -1.8868 -0.5475
C11 -1.3422 -3.2679 -0.5699
C12 -1.0315 -4.0621 -1.6361
Cl2 -1.4791 -5.7277 -1.6107
N3 -1.2996 -1.0498 0.4283
C13 -2.3233 -1.3633 1.3062
O2 -3.3522 -1.9178 0.9708
C14 -2.1808 -0.8406 2.7136
C15 -3.1812 -1.1381 3.6299
C16 -3.0448 -0.6734 4.9272
C17 -1.9206 0.0672 5.2559
C18 -0.9782 0.3110 4.2672
N4 -1.1008 -0.1311 3.0213
H1 0.5027 -1.7741 -3.6236
H2 -2.4980 3.0373 -1.4324
H3 -1.7665 5.2976 -0.5564
H4 0.6239 5.5724 0.1205
H5 2.1698 3.6470 -0.1125
H6 -1.8818 -3.6878 0.2641
H7 -4.0337 -1.7193 3.3093
H8 -3.8026 -0.8859 5.6698
H9 -1.7719 0.4506 6.2561
H10 -0.0839 0.8883 4.4833
Se1 1.5219 0.5854 1.4068
Te1 3.7807 -0.1032 1.8469
Te2 4.3273 0.5250 4.2403
Se2 4.7028 0.0853 -1.7909
F1 2.2686 -1.1574 -0.6953
Sb1 4.4329 -0.4531 -4.2229
F2 2.1225 1.8469 -2.8092
F3 3.1947 1.9357 -0.5094
F4 6.3367 -0.6287 -4.4749
F5 4.2022 -2.3498 -4.0963
F6 2.1650 -0.4937 -3.0110

Cartesian forces (eV/Å) of the 2 atoms listed first:
W 0.19 0.19 -0.26
Cl 0.01 -0.01 -0.01

Properties
Frontier orbital gap (spin up / spin down) (Eh): 0.1834 / 0.1882
E_HOMO (spin up / spin down) (hartree): -0.3092 / -0.3147
Multiplicity: 2
Expectation value of S²: 0.797

Atom charges from the Löwdin analysis, given in e for atoms 1 to 2: 1.627, 0.740

No. 2
ORCA calculation (ωB97M-V with the def2-TZVPD basis set) on a structure of composition C15H21CoN3O7P3Se at a distorted geometry.

CARTESIAN COORDINATES (ANGSTROEM)
Co1 -0.5563 0.4967 -0.3417
C1 1.9146 4.2749 -1.2196
C2 1.6802 3.4039 0.0136
O1 2.3302 4.0397 1.0911
P1 2.3747 1.7221 -0.2498
O2 3.1125 1.4248 1.1113
O3 3.5722 1.7551 -1.2945
O4 1.3962 0.6496 -0.6281
P2 -0.1458 3.2240 0.2380
O5 -0.1641 2.0565 1.4289
O6 -0.8076 4.4480 0.7005
O7 -0.5973 2.4530 -0.9846
H1 2.9828 4.4048 -1.3893
H2 1.4702 5.2509 -1.0293
H3 1.4386 3.8457 -2.1021
H4 2.1836 3.5495 1.9087
H5 3.4939 0.5347 1.1639
H6 3.3009 1.8551 -2.2160
H7 -0.6346 2.3736 2.2109
Se1 -3.2746 -3.3586 1.1343
N1 -4.6265 -2.2434 1.2639
C3 -4.2756 -1.0218 0.7972
C4 -5.1378 0.0798 0.7185
C5 -4.6392 1.2635 0.2126
C6 -3.3111 1.3532 -0.1795
N2 -2.4625 0.3081 -0.0963
C7 -2.9457 -0.8382 0.3507
N3 -2.1678 -1.9877 0.3930
H8 -6.1629 -0.0244 1.0470
H9 -5.2679 2.1380 0.1285
H10 -2.8777 2.2698 -0.5547
C8 -0.7677 -4.0714 -0.4308
P3 -0.7555 -2.2395 -0.4629
C9 -0.9102 -1.9223 -2.2368
C10 0.9004 -2.0311 0.2001
C11 1.1006 -2.0404 1.5772
C12 2.3959 -2.0467 2.0759
C13 3.4740 -2.0614 1.1975
C14 3.2619 -2.0554 -0.1779
C15 1.9747 -2.0258 -0.6857
H11 0.1667 -4.4059 -0.8793
H12 -1.6060 -4.4910 -0.9893
H13 -0.7801 -4.4408 0.5972
H14 -0.4507 -2.7419 -2.7895
H15 -0.4497 -0.9773 -2.5277
H16 -1.9748 -1.8850 -2.4692
H17 0.2564 -2.0416 2.2577
H18 2.5609 -2.0612 3.1447
H19 4.4851 -2.0914 1.5852
H20 4.1037 -2.0676 -0.8576
H21 1.8187 -2.0035 -1.7561

Cartesian forces (eV/Å) of the 2 atoms listed first:
Co 0.81 -0.05 0.03
C -0.01 -0.03 0.01

Properties
Frontier orbital gap (spin up / spin down) (Eh): 0.2638 / 0.2437
E_HOMO (spin up / spin down) (hartree): -0.3945 / -0.4087
Charge: +1
Multiplicity: 4
Expectation value of S²: 3.786

Atom charges from the Löwdin analysis, given in e for atoms 1 to 2: 0.448, -0.058

No. 3
ORCA calculation (ωB97M-V with the def2-TZVPD basis set) on a structure of composition C28H28F6IrN6O4PS3Sb.

CARTESIAN COORDINATES (ANGSTROEM)
Ir1 1.0640 -1.1358 0.6613
O1 5.9646 -0.5316 2.7392
C1 5.5278 -1.6886 3.2651
C2 6.4472 -2.4376 3.9986
C3 6.0689 -3.6279 4.5797
C4 4.7658 -4.1102 4.4454
C5 3.8559 -3.3886 3.7100
C6 4.2166 -2.1737 3.1070
C7 3.2179 -1.4654 2.3131
O2 2.0858 -2.0831 2.0728
N1 3.4573 -0.2583 1.8731
N2 2.3926 0.2757 1.1319
C8 2.6302 1.4476 0.6660
C9 1.8233 2.3282 -0.1699
C10 2.5404 3.0614 -1.1212
C11 1.9132 3.9620 -1.9615
C12 0.5485 4.1716 -1.8217
C13 -0.1779 3.4871 -0.8574
C14 0.4560 2.5679 -0.0393
O3 -0.1856 1.8519 0.9531
H1 5.2141 -0.0801 2.3108
H2 7.4526 -2.0525 4.0986
H3 6.7954 -4.1925 5.1494
H4 4.4766 -5.0438 4.9063
H5 2.8461 -3.7510 3.5790
H6 3.6286 1.8113 0.8943
H7 3.6109 2.9119 -1.1939
H8 2.4860 4.5131 -2.6939
H9 0.0412 4.8909 -2.4514
H10 -1.2330 3.6767 -0.7379
C15 -0.5426 0.9741 -3.2550
P1 -0.3708 -0.5289 -2.2996
C16 -1.9888 -1.2640 -2.0876
C17 0.6208 -1.6591 -3.2620
O4 0.2594 -0.1337 -0.9636
H11 -0.7047 0.7426 -4.3076
H12 0.3723 1.5575 -3.1443
H13 -1.3821 1.5616 -2.8818
H14 -2.5166 -1.3011 -3.0417
H15 -2.5716 -0.6646 -1.3878
H16 -1.8843 -2.2786 -1.7021
H17 0.1570 -1.7996 -4.2398
H18 0.7093 -2.6285 -2.7752
H19 1.6198 -1.2427 -3.3963
N3 -1.2139 -1.5322 2.3805
C18 -1.7249 -1.3266 3.6049
C19 -0.9977 -0.3154 4.1888
C20 -0.0343 0.0396 3.2415
N4 -0.1844 -0.6978 2.1491
H20 -1.4592 -2.2347 1.6991
H21 -2.5577 -1.9076 3.9621
H22 -1.1361 0.1065 5.1675
H23 0.7530 0.7720 3.2941
S1 -5.5352 -0.7447 -0.8113
C21 -4.5649 0.4519 -0.2654
S2 -3.5567 0.3030 1.1539
C22 -2.8197 1.8280 0.7955
N5 -3.3237 2.4270 -0.2242
N6 -4.3077 1.6986 -0.7977
C23 -4.9632 2.2911 -1.9327
C24 -6.3257 2.1290 -2.1243
C25 -6.9259 2.7364 -3.2171
C26 -6.1787 3.5015 -4.0991
C27 -4.8191 3.6751 -3.8812
C28 -4.2065 3.0719 -2.7961
S3 -1.5023 2.5039 1.7391
H24 -6.9121 1.5409 -1.4360
H25 -7.9891 2.6128 -3.3715
H26 -6.6563 3.9718 -4.9477
H27 -4.2340 4.2875 -4.5541
H28 -3.1554 3.2286 -2.5952
F1 0.0755 -2.8931 0.0093
Sb1 1.6369 -4.2308 -0.0767
F2 2.3688 -2.3882 -0.5221
F3 1.7710 -4.3572 -1.9456
F4 3.3789 -4.8239 0.1299
F5 0.2581 -5.4748 -0.3201
F6 1.3344 -4.5215 1.7407

Cartesian forces (eV/Å) of the 2 atoms listed first:
Ir 0.70 -0.29 0.22
O -0.01 0.01 0.02

Properties
Frontier orbital gap (Eh): 0.2645
E_HOMO (hartree): -0.3882
Charge: +1

Atom charges from the Löwdin analysis, given in e for atoms 1 to 2: 1.469, 0.076

No. 4
ORCA calculation (ωB97M-V with the def2-TZVPD basis set) on a cluster of 2 separate species, C3H4F2 in total at a distorted geometry.

CARTESIAN COORDINATES (ANGSTROEM)
C1 -0.6317 1.0105 0.9979
C2 0.1881 0.7955 0.0132
C3 0.4756 -1.1306 -0.6817
F1 0.2664 -1.0574 -1.9808
F2 -0.5137 -1.7706 -0.0232
H1 -0.8487 2.0919 1.2073
H2 -0.9750 0.1664 1.4960
H3 0.7001 1.4178 -0.7419
H4 1.3390 -1.5235 -0.2867

Cartesian forces (eV/Å) of the 2 atoms listed first:
C 0.76 2.52 -0.84
C 1.88 -3.77 -3.41

Properties
Frontier orbital gap (Eh): 0.3994
E_HOMO (hartree): -0.3559

Atom charges from the Löwdin analysis, given in e for atoms 1 to 2: -0.063, -0.030

No. 5
ORCA calculation (ωB97M-V with the def2-TZVPD basis set) on the molecule CH4N3P3 at a distorted geometry.

CARTESIAN COORDINATES (ANGSTROEM)
C1 -1.2808 0.2547 -0.6347
N1 3.0683 2.2936 0.5747
N2 -0.0095 1.5798 1.7994
N3 0.8973 1.7033 -0.7486
P1 2.2703 2.4707 -0.8503
P2 2.9648 1.5454 1.9443
P3 -0.0644 1.1367 0.3704
H1 -1.0838 -0.7351 -0.9604
H2 -2.2035 0.5057 -0.1794
H3 -1.2517 0.8045 -1.6729
H4 2.8744 0.0787 1.4584

Cartesian forces (eV/Å) of the 2 atoms listed first:
C 0.50 2.46 -2.35
N -0.19 0.18 -0.50

Properties
Frontier orbital gap (Eh): 0.2718
Structure (SMILES): [H]/P=N\P=N/P(C)#N
E_HOMO (hartree): -0.3267

Atom charges from the Löwdin analysis, given in e for atoms 1 to 2: -0.233, -0.742

No. 6
ORCA calculation (ωB97M-V with the def2-TZVPD basis set) on a cluster of 2 separate species, C2H3NO in total at a distorted geometry.

CARTESIAN COORDINATES (ANGSTROEM)
C1 0.5874 -0.8831 1.7140
C2 -0.1585 1.2366 -1.1792
N1 0.6140 -1.4115 0.6876
O1 -0.7987 0.1256 -1.3435
H1 -0.2589 -0.6890 -0.9294
H2 0.7982 -0.3724 2.6395
H3 -0.7834 1.9938 -1.5890

Cartesian forces (eV/Å) of the 2 atoms listed first:
C 0.84 -0.42 -1.02
C 1.41 -1.16 1.04

Properties
Frontier orbital gap (Eh): 0.3360
E_HOMO (hartree): -0.3016

Atom charges from the Löwdin analysis, given in e for atoms 1 to 2: -0.025, -0.056

No. 7
ORCA calculation (ωB97M-V with the def2-TZVPD basis set) on a structure of composition C8H10N2OSn at a distorted geometry.

CARTESIAN COORDINATES (ANGSTROEM)
C1 -0.5906 1.2212 -2.0949
C2 0.7758 1.0270 -1.6973
C3 0.8978 1.2372 -0.3312
C4 -0.4295 1.6108 0.1753
C5 -1.3288 1.6054 -0.9447
Sn1 -1.0771 -0.7065 0.6155
N1 -3.2931 0.6748 0.7610
C6 0.6793 -2.2307 -0.1212
C7 2.0350 -2.0495 -0.3075
H1 1.8018 1.1492 0.2757
H2 1.5785 0.7918 -2.3857
H3 -0.6460 2.0185 1.1715
H4 -2.3611 1.9591 -0.9552
H5 -0.9824 1.1655 -3.1299
H6 2.4569 -1.7489 -1.3016
H7 0.3738 -2.7432 0.7880
H8 -3.5457 -0.0655 0.0620
H9 2.7685 -2.1994 0.5174
H10 0.0954 -2.2952 -1.0791
O1 0.1040 0.1965 4.4692
C8 0.2647 -0.1315 3.3342
N2 0.4227 -0.4865 2.1786

Cartesian forces (eV/Å) of the 2 atoms listed first:
C -0.09 0.24 0.36
C -0.79 0.14 -0.33

Properties
Frontier orbital gap (spin up / spin down) (Eh): 0.2009 / 0.2374
E_HOMO (spin up / spin down) (hartree): -0.2960 / -0.2954

Atom charges from the Löwdin analysis, given in e for atoms 1 to 2: -0.144, -0.171

These records have calculated total energy values of -8227.45743, -6083.36934, -4192.90549, -316.32675, -1228.73252, -207.86105, -709.63991 Eh, in the order they appear.